*1*
Below is a 2-piece molecular cluster, C6H14NO overall, with properties calculated with ωB97M-V/def2-TZVPD.

```
22
Properties=species:S:1:pos:R:3:nbo_charge:R:1
C -1.9921 1.3486 0.2792 -0.08
C -2.1879 0.9123 -0.9528 -0.28
C -1.9172 3.3633 1.6014 0.11
N -2.1507 2.7491 0.5119 -0.39
H -1.6992 0.7760 1.1460 0.25
H -2.6190 1.5438 -1.7220 0.22
H -1.9412 -0.0942 -1.2472 0.26
H -2.0537 4.4343 1.6391 0.24
H -1.5746 2.8086 2.4667 0.23
H -2.4594 3.2863 -0.2981 0.44
C 2.7019 -1.8726 -0.5705 -0.05
O 3.6203 -2.8872 -0.1933 -0.72
C 1.3383 -2.1268 0.0657 -0.42
C 0.4241 -0.9196 -0.1215 -0.61
H 3.0850 -0.9081 -0.2182 0.16
H 2.6091 -1.8120 -1.6598 0.16
H 3.8794 -3.3854 -0.9802 0.48
H 0.8981 -3.0255 -0.3694 0.21
H 1.5126 -2.2954 1.1295 0.21
H 0.3591 -0.6657 -1.1814 0.20
H -0.5852 -1.1718 0.2156 0.19
H 0.7525 -0.0581 0.4593 0.20
```

Properties
HOMO (eV): -12.4
Charge: +1
Spin multiplicity: 1

*2*
Below is a 2-piece molecular cluster, C6H14NO overall, with properties calculated with ωB97M-V/def2-TZVPD.

```
22
Properties=species:S:1:pos:R:3:nbo_charge:R:1
C 2.1509 0.5218 1.5808 0.50
C 0.3801 0.9952 -0.9236 0.10
C 1.9585 0.0907 2.9292 -0.74
C -0.4336 -1.3036 -0.3999 -0.41
C -1.2067 -0.2690 -2.3842 -0.42
C -1.8451 0.7961 -0.5000 -0.41
N -0.7376 0.0269 -1.0303 -0.33
O 1.2062 0.4591 0.7326 -0.55
H 3.1900 0.6997 1.2062 0.18
H 1.2190 0.6214 -1.4894 0.12
H 1.0383 -0.3329 3.2546 0.26
H 1.8859 1.0618 3.4068 0.28
H 2.8552 -0.4473 3.3369 0.27
H -0.5572 -1.3143 0.7925 0.25
H -1.1627 -1.9494 -0.7648 0.22
H 0.4933 -1.7673 -0.5942 0.24
H -2.1749 -0.8770 -2.3199 0.25
H -1.5792 0.5943 -2.8606 0.24
H -0.3338 -0.6795 -2.9546 0.24
H -1.4681 1.2291 0.3827 0.24
H -2.1168 1.6017 -1.0794 0.24
H -2.7616 0.2425 -0.3214 0.22
```

Properties
HOMO (eV): -12.9
Charge: +1
Spin multiplicity: 1

*1* comes first in stability; the runner-up is 3.867 eV higher.

*1*
Below is C5H10N2 in the gas phase, with properties calculated with ωB97M-V/def2-TZVPD.

```
17
Properties=species:S:1:pos:R:3:nbo_charge:R:1
C -1.8329 -0.8769 0.5269 -0.41
C -0.2758 0.7917 -1.5826 -0.70
C 1.5326 0.5862 1.2853 -0.66
C -0.0824 -0.5000 -0.8433 0.48
C 0.1358 0.1039 1.4791 -0.11
N -0.5630 -0.4770 0.5231 -0.27
N 0.4676 -1.5546 -1.2425 -0.61
H 0.8417 -1.5183 -2.1865 0.35
H -2.3883 -0.8160 1.4436 0.19
H -2.2549 -1.4007 -0.3045 0.20
H -0.3266 0.1564 2.4490 0.19
H -0.0299 0.6766 -2.6390 0.22
H -1.3042 1.1323 -1.4760 0.25
H 0.3739 1.5603 -1.1677 0.24
H 2.0941 0.4590 2.2139 0.23
H 1.5720 1.6541 1.0231 0.20
H 2.0404 0.0233 0.4980 0.22
```

Properties
HOMO (eV): -6.4
Spin multiplicity: 1

*2*
Below is C5H10N2 in the gas phase, with properties calculated with ωB97M-V/def2-TZVPD.

```
17
Properties=species:S:1:pos:R:3:nbo_charge:R:1
C -0.6954 -2.2492 -0.9078 0.02
N -0.0932 -1.1321 -1.0458 -0.46
C -0.7680 -0.0142 -0.5164 0.20
C -1.2113 1.0209 -1.2789 -0.48
C -0.3733 0.2640 0.9362 -0.50
C 1.1246 0.1416 1.2049 -0.22
N 1.9073 1.1004 0.4417 -0.85
H -1.1958 -2.5446 0.0355 0.13
H -1.0096 -2.8131 -1.8131 0.18
H -2.0308 1.6551 -0.9965 0.20
H -0.5540 1.4509 -2.0305 0.22
H -0.7601 1.2813 1.0912 0.21
H -1.0546 -0.2126 1.6806 0.22
H 1.4088 0.2202 2.2912 0.19
H 1.5358 -0.8599 0.9921 0.20
H 1.4226 1.9687 0.2956 0.36
H 2.3471 0.7226 -0.3800 0.37
```

Properties
HOMO (eV): -8.1
SMILES string: C=NC(=C)CCN
Spin multiplicity: 1

*1* comes first in stability; the runner-up is 1.730 eV higher.

*1*
Below is C5H10N2 in the gas phase, with properties calculated with ωB97M-V/def2-TZVPD.

```
17
Properties=species:S:1:pos:R:3:nbo_charge:R:1
C -1.9251 -0.2626 0.1933 -0.65
C -1.0785 -0.2524 -1.0762 -0.07
N -0.2075 0.9061 -1.4717 -0.68
C 0.3680 -0.2898 -0.8947 -0.07
C 0.9399 -0.4919 0.4751 -0.11
C 2.1758 0.1907 0.8996 -0.26
N 0.8762 0.5752 1.4601 -0.58
H -2.9726 -0.0035 0.0135 0.22
H -1.5403 0.3751 1.0002 0.23
H -1.8972 -1.2897 0.5825 0.22
H -1.5256 -0.6736 -1.9602 0.19
H -0.8835 1.5679 -1.1624 0.40
H 0.8935 -0.8348 -1.6788 0.21
H 0.7265 -1.4907 0.8644 0.21
H 2.8510 -0.3054 1.5925 0.20
H 2.6477 0.8699 0.1926 0.20
H 0.5518 1.4094 0.9701 0.35
```

Properties
HOMO (eV): -9.3
SMILES string: C[C@H]1N[C@H]1[C@H]1CN1
Spin multiplicity: 1

*2*
Below is C5H10N2 in the gas phase, with properties calculated with ωB97M-V/def2-TZVPD.

```
17
Properties=species:S:1:pos:R:3:nbo_charge:R:1
C 1.4533 -0.7635 0.1380 -0.22
C 0.1727 -1.4435 -0.1742 -0.42
C -0.8719 -0.6194 0.3747 -0.10
N -2.1160 0.0807 0.0784 -0.54
C -0.8591 0.6882 -0.4083 -0.10
C 0.3216 1.5041 0.2836 -0.22
N 1.4258 0.6875 -0.2980 -0.66
H 2.2941 -1.3168 -0.3762 0.21
H 1.6577 -0.8160 1.2114 0.17
H 0.2552 -2.4587 0.3088 0.20
H 0.0225 -1.6870 -1.2787 0.21
H -0.6563 -0.6025 1.4526 0.17
H -2.5828 -0.2620 -0.6917 0.35
H -0.5308 0.4632 -1.3742 0.19
H 0.2656 1.4751 1.4021 0.18
H 0.4650 2.5532 -0.1213 0.20
H 2.3418 1.0786 -0.2787 0.37
```

Properties
HOMO (eV): -8.7
SMILES string: C1C[C@@H]2N[C@H]2CN1
Spin multiplicity: 1

*1* comes first in stability; the runner-up is 0.223 eV higher.

*1*
Below is C4H6NP in the gas phase, with properties calculated with ωB97M-V/def2-TZVPD.

```
12
Properties=species:S:1:pos:R:3:nbo_charge:R:1
C -2.3479 0.0454 -0.1569 -0.44
C -2.2865 -0.5049 1.0468 -0.03
C -1.2192 -0.0277 -1.0844 0.14
C 2.5492 0.4302 0.4836 -0.90
N 0.0302 -0.0202 -0.8038 -0.77
P 0.9408 -0.7573 0.2798 0.77
H -3.2578 0.3468 -0.5841 0.22
H -1.4204 -0.9560 1.4696 0.16
H -1.6513 0.0178 -2.0242 0.18
H 2.9129 -0.0230 1.3514 0.22
H 2.5261 1.4936 0.3398 0.24
H 3.2240 -0.0448 -0.3177 0.22
```

Properties
HOMO (alpha / beta) (eV): -9.0 / -7.0
Spin multiplicity: 1

*2*
Below is a 2-piece molecular cluster, C4H6NP overall, with properties calculated with ωB97M-V/def2-TZVPD.

```
12
Properties=species:S:1:pos:R:3:nbo_charge:R:1
N 2.3167 1.5159 0.5629 -0.96
P 2.2139 0.3014 -0.3228 1.03
H 2.2592 0.2767 -1.7982 -0.08
H 2.8152 -1.0078 -0.0802 -0.06
C 0.2366 -1.1437 -0.9982 -0.30
C -0.6797 -0.7301 -0.2977 0.06
C -1.7078 -0.3868 0.5885 -0.33
C -1.9133 0.9090 0.8883 -0.29
H 0.8836 -1.4768 -1.7243 0.24
H -2.3428 -1.1854 1.1644 0.25
H -2.7644 1.1692 1.5983 0.21
H -1.3171 1.7585 0.4191 0.23
```

Properties
HOMO (eV): -8.9
SMILES string: N#[PH2].C#CC=C
Spin multiplicity: 1

*1* comes first in stability; the runner-up is 1.082 eV higher.

*1*
Below is CNO4S as an isolated structure, with properties calculated with ωB97M-V/def2-TZVPD.

```
7
Properties=species:S:1:pos:R:3:nbo_charge:R:1
C 1.6300 -0.1935 0.0114 0.97
N -1.4797 0.1294 -0.0908 0.45
O 2.1927 0.3938 -0.7923 -0.60
O 1.4812 -1.0188 0.8005 -0.60
O -1.1308 -0.9741 -0.4915 -0.46
O -2.5985 0.5127 -0.1120 -0.42
S -0.0950 1.1506 0.6746 -0.35
```

Properties
HOMO (eV): -4.2
Charge: -1
Spin multiplicity: 1

*2*
Below is a 2-piece molecular cluster, CNO4S overall, with properties calculated with ωB97M-V/def2-TZVPD.

```
7
Properties=species:S:1:pos:R:3:nbo_charge:R:1
C 0.4776 -0.8233 1.4366 1.07
N -0.6599 -0.8059 -0.8844 -1.14
O -0.5931 -0.6440 1.8440 -0.55
O 1.5614 -1.1281 1.1507 -0.55
O -0.9812 1.3725 -2.1218 -0.98
O 0.6026 1.4188 -0.3315 -1.00
S -0.4075 0.6100 -1.0936 2.15
```

Properties
HOMO (eV): -4.3
Charge: -1
Spin multiplicity: 1

*3*
Below is CNO4S as an isolated structure, with properties calculated with ωB97M-V/def2-TZVPD.

```
7
Properties=species:S:1:pos:R:3:nbo_charge:R:1
C -0.5877 -0.4247 -1.9229 0.98
N 0.6849 0.3386 1.8092 0.54
O -0.4172 -1.6108 -1.9019 -0.62
O -0.7373 0.6054 -2.4382 -0.59
O 1.5645 -0.3864 1.4981 -0.38
O 0.4677 1.1565 2.6304 -0.38
S -0.9748 0.3214 0.3253 -0.56
```

Properties
HOMO (eV): -4.1
Charge: -1
Spin multiplicity: 1

*2* comes first in stability; the runner-up is 1.551 eV higher.

*1*
Below is CH2N2O3 in the gas phase, with properties calculated with ωB97M-V/def2-TZVPD.

```
8
Properties=species:S:1:pos:R:3:nbo_charge:R:1
O 0.4842 1.3061 -1.3533 -0.53
C -0.0597 0.5582 -0.5700 0.68
N -1.1521 -0.2660 -0.5074 -0.34
O -0.9169 -0.8004 0.7422 -0.33
N 0.3923 0.2786 0.7911 0.11
O 1.5195 -0.2311 1.0544 -0.43
H -2.0581 0.1477 -0.5003 0.39
H 1.7909 -0.9931 0.3432 0.45
```

Properties
HOMO (eV): -9.8
SMILES string: O=c1[nH]on1O
Spin multiplicity: 1

*2*
Below is CH2N2O3 in the gas phase, with properties calculated with ωB97M-V/def2-TZVPD.

```
8
Properties=species:S:1:pos:R:3:nbo_charge:R:1
N -0.7981 0.7469 0.7768 0.07
C 0.4753 0.4654 0.0900 0.71
N 0.8641 -0.8127 0.0557 -0.80
O -1.7892 1.0239 -0.0079 0.01
O -1.8100 -0.3100 -0.5209 -0.28
O 1.0972 1.4569 -0.2023 -0.54
H 0.1701 -1.5401 0.0987 0.42
H 1.7905 -1.0302 -0.2901 0.42
```

Properties
HOMO (alpha / beta) (eV): -10.5 / -10.6
Spin multiplicity: 1

*3*
Below is a 3-piece molecular cluster, CH2N2O3 overall, with properties calculated with ωB97M-V/def2-TZVPD.

```
8
Properties=species:S:1:pos:R:3:nbo_charge:R:1
C -2.4812 -1.4937 0.1008 0.90
N -2.7445 -0.3329 0.4207 -0.51
N -2.5563 1.0139 -0.0646 0.67
O -2.6159 1.9119 0.7038 -0.29
O -2.3207 1.0559 -1.2298 -0.33
O -2.3370 -2.6333 -0.0786 -0.44
H -0.0825 0.4476 0.2027 0.01
H -0.1462 -0.4490 0.1492 -0.01
```

Properties
HOMO (eV): -11.6
Spin multiplicity: 1

*4*
Below is a 2-piece molecular cluster, CH2N2O3 overall, with properties calculated with ωB97M-V/def2-TZVPD.

```
8
Properties=species:S:1:pos:R:3:nbo_charge:R:1
O 1.2031 2.2674 -0.0305 -0.40
N 1.2961 1.0887 -0.1283 0.38
N 1.8861 0.1447 0.0827 0.38
O 2.4187 -0.9355 0.0378 -0.36
C -1.7755 -0.6428 0.0036 0.26
O -0.7032 -0.4427 -0.5098 -0.53
H -2.1667 -1.6780 -0.1227 0.14
H -2.1586 0.1982 0.6670 0.13
```

Properties
HOMO (eV): -9.8
SMILES string: O=NN=O.C=O
Spin multiplicity: 1

*3* comes first in stability; the runner-up is 0.070 eV higher.

*1*
Below is a 2-piece molecular cluster, C2H4ClNO2 overall, with properties calculated with ωB97M-V/def2-TZVPD.

```
10
Properties=species:S:1:pos:R:3:nbo_charge:R:1
C -0.8598 0.1828 0.7318 -0.68
C -0.3125 0.4856 -0.6268 -0.09
N 1.2844 -0.7513 -0.3939 0.50
O 1.0761 -1.8054 -0.9042 -0.37
O 2.2231 -0.4098 0.3049 -0.38
Cl 0.2382 2.0448 -1.0488 0.08
H -1.9385 0.5747 0.9070 0.23
H -0.2249 0.6983 1.4410 0.24
H -0.8444 -0.8460 1.0237 0.25
H -0.6417 -0.1737 -1.4346 0.23
```

Properties
HOMO (alpha / beta) (eV): -9.5 / -9.5
Spin multiplicity: 1

*2*
Below is C2H4ClNO2 in the gas phase, with properties calculated with ωB97M-V/def2-TZVPD.

```
10
Properties=species:S:1:pos:R:3:nbo_charge:R:1
C -1.2634 0.9494 0.0868 -0.30
O -0.6159 0.2361 -0.9710 -0.44
N 0.9495 -0.0782 -0.4259 0.32
O 1.5517 0.9727 -0.3487 -0.32
C 0.9115 -1.3835 -0.1032 -0.10
Cl 2.2316 -2.5212 -0.1569 0.04
H -0.3711 1.2914 0.6598 0.19
H -1.6835 0.3601 0.9741 0.17
H -1.7919 1.7910 -0.2743 0.21
H 0.0815 -1.6177 0.5593 0.24
```

Properties
HOMO (alpha / beta) (eV): -9.4 / -9.4
SMILES string: CO/[N+]([O-])=C/Cl
Spin multiplicity: 1

*3*
Below is a 2-piece molecular cluster, C2H4ClNO2 overall, with properties calculated with ωB97M-V/def2-TZVPD.

```
10
Properties=species:S:1:pos:R:3:nbo_charge:R:1
C -0.7860 -0.4450 -0.7197 -0.70
C -0.6956 -0.5237 0.7162 -0.20
N 1.7502 1.1708 0.4065 0.51
O 2.8565 1.0182 0.8164 -0.27
O 1.3551 1.7389 -0.5845 -0.30
Cl -0.3879 -1.9443 1.4641 0.07
H -0.5783 0.5425 -1.0864 0.25
H -1.8822 -0.5091 -1.0251 0.22
H -0.1975 -1.1125 -1.2771 0.23
H -1.4343 0.0642 1.2897 0.19
```

Properties
HOMO (alpha / beta) (eV): -10.6 / -8.0
Spin multiplicity: 1

*1* comes first in stability; the runner-up is 1.345 eV higher.